*a*
Molecular formula: C20H29MnN5OS
Method: DFT, ωB97M-V/def2-TZVPD

XYZ file:
```
57
C20H29MnN5OS ωB97M-V/def2-TZVPD
Mn -0.10 0.09 0.28
C -3.08 1.29 -0.62
C -2.61 1.86 0.72
N -1.95 0.83 1.52
C -2.88 -0.19 2.03
C -2.40 -1.64 1.95
S -1.60 -2.14 0.40
C -2.90 -1.85 -0.83
C -2.53 -0.78 -1.86
N -2.06 0.46 -1.25
H -3.39 2.12 -1.26
H -3.98 0.69 -0.46
H -3.47 2.30 1.25
H -1.88 2.65 0.55
H -1.44 1.25 2.28
H -3.81 -0.11 1.46
H -3.15 0.03 3.07
H -3.25 -2.30 2.15
H -1.64 -1.85 2.70
H -3.83 -1.59 -0.31
H -3.09 -2.79 -1.35
H -3.41 -0.61 -2.50
H -1.72 -1.15 -2.49
H -1.53 1.00 -1.92
C 2.06 -1.31 -4.77
C 1.13 -0.38 -4.32
C 0.94 -0.18 -2.96
C 1.65 -0.92 -2.00
C 2.60 -1.85 -2.47
C 2.78 -2.03 -3.83
N 1.38 -0.74 -0.67
N 2.35 -1.26 0.18
C 2.06 -1.23 1.45
C 3.07 -1.67 2.39
C 2.87 -1.56 3.72
C 1.65 -0.99 4.21
C 0.72 -0.64 3.30
N 0.84 -0.77 1.96
H 2.22 -1.46 -5.83
H 0.57 0.22 -5.03
H 0.26 0.59 -2.63
H 3.17 -2.41 -1.75
H 3.52 -2.76 -4.17
H 3.98 -2.07 1.97
H 3.64 -1.88 4.41
H 1.47 -0.87 5.27
H -0.23 -0.22 3.64
C 1.89 3.29 1.61
O 1.09 2.18 1.16
C 0.65 2.04 -0.11
C 1.60 2.57 -1.14
H 1.51 4.22 1.20
H 2.94 3.17 1.33
H 1.81 3.28 2.69
H 2.34 3.28 -0.75
H 1.06 3.06 -1.95
H 2.14 1.73 -1.58
```

Computed properties:
- Spin multiplicity: 6
- HOMO level (alpha / beta): -5.0 / -5.3 eV
- Expectation value of S²: 8.836
- Gap between HOMO and LUMO (alpha / beta): 5.1 / 5.4 eV

*b*
Molecular formula: C20H29MnN5OS
Method: DFT, ωB97M-V/def2-TZVPD

XYZ file:
```
57
C20H29MnN5OS ωB97M-V/def2-TZVPD
Mn -0.08 0.03 0.32
C 2.45 0.44 2.43
C 1.24 -0.21 3.11
N -0.01 0.40 2.66
C -0.20 1.77 3.15
C -0.74 2.76 2.11
S 0.05 2.74 0.48
C 1.79 3.05 0.85
C 2.70 1.89 0.44
N 2.25 0.60 0.99
H 3.34 -0.16 2.65
H 2.63 1.42 2.87
H 1.38 -0.15 4.20
H 1.20 -1.27 2.84
H -0.79 -0.18 2.94
H 0.75 2.14 3.53
H -0.89 1.79 4.00
H -0.67 3.77 2.52
H -1.78 2.57 1.88
H 1.89 3.29 1.91
H 2.11 3.94 0.30
H 3.72 2.13 0.76
H 2.70 1.79 -0.64
H 2.68 -0.15 0.48
C 2.48 -0.24 -4.77
C 2.83 -0.43 -3.44
C 1.87 -0.40 -2.44
C 0.51 -0.16 -2.72
C 0.16 0.01 -4.08
C 1.13 -0.03 -5.07
N -0.38 -0.09 -1.69
N -1.72 -0.09 -2.10
C -2.57 0.09 -1.14
C -3.99 0.04 -1.44
C -4.91 0.08 -0.45
C -4.49 0.20 0.91
C -3.15 0.31 1.14
N -2.19 0.31 0.19
H 3.22 -0.26 -5.55
H 3.87 -0.62 -3.18
H 2.16 -0.60 -1.42
H -0.88 0.18 -4.33
H 0.83 0.12 -6.10
H -4.27 -0.06 -2.48
H -5.97 0.03 -0.69
H -5.20 0.23 1.73
H -2.80 0.43 2.16
C -1.68 -3.71 0.64
O -0.92 -2.50 0.88
C 0.24 -2.20 0.36
C 0.80 -3.13 -0.65
H -1.04 -4.59 0.72
H -2.14 -3.65 -0.35
H -2.44 -3.72 1.41
H 0.33 -4.11 -0.75
H 1.88 -3.25 -0.48
H 0.72 -2.59 -1.60
```

Computed properties:
- Spin multiplicity: 6
- HOMO level (alpha / beta): -4.9 / -5.1 eV
- Expectation value of S²: 8.773
- Gap between HOMO and LUMO (alpha / beta): 5.1 / 5.3 eV

Least stable of them? *a*.